# C106H168F24N10O18P

A 15-piece molecular cluster, C106H168F24N10O18P overall (wB97M-V/def2-TZVPD, the OMol25 dataset).

Cartesian coordinates (Å):
C -3.918148 -44.599104 -7.662641
C -4.820786 -43.739428 -6.856890
C -4.516108 -42.227560 -7.059263
C -3.292512 -41.884310 -6.112461
P -3.758528 -41.069914 -4.625553
C -4.630868 -39.452733 -4.935352
C -3.781354 -38.186854 -5.221898
C -3.089546 -38.296603 -6.626602
C -2.502494 -36.922797 -6.981226
C -4.752817 -42.322379 -3.638403
C -3.999052 -43.648556 -3.220201
C -4.559085 -44.151387 -1.908793
C -5.999378 -44.743562 -2.156008
C -2.192513 -40.623956 -3.739038
C -2.493810 -39.955453 -2.359728
C -1.376801 -40.218795 -1.310480
C -1.706982 -39.607420 0.061887
H -3.831880 -44.299863 -8.707196
H -4.083681 -45.664983 -7.505748
H -2.941619 -44.322588 -7.265111
H -4.872825 -44.144458 -5.846274
H -5.822401 -43.964347 -7.223344
H -5.396460 -41.651082 -6.775078
H -4.374990 -42.036976 -8.123146
H -2.552600 -41.290877 -6.649550
H -2.731402 -42.766199 -5.803390
H -5.286531 -39.341007 -4.071801
H -5.434396 -39.692658 -5.631684
H -3.103960 -37.977651 -4.393966
H -4.469433 -37.342798 -5.269023
H -3.774881 -38.608863 -7.414574
H -2.304974 -39.047261 -6.721734
H -3.302612 -36.184627 -7.036273
H -2.022152 -36.920520 -7.959680
H -1.787994 -36.587397 -6.229503
H -5.600540 -42.540932 -4.287787
H -5.004270 -41.739203 -2.752532
H -2.919880 -43.512581 -3.149494
H -4.112182 -44.463132 -3.935576
H -4.538010 -43.391129 -1.127979
H -3.961229 -44.988992 -1.549496
H -6.357248 -45.243080 -1.255719
H -6.116860 -45.387258 -3.027766
H -6.737861 -43.944402 -2.219944
H -1.743119 -39.952897 -4.471050
H -1.770792 -41.629017 -3.728855
H -3.463541 -40.207197 -1.930389
H -2.543349 -38.867496 -2.404428
H -0.445529 -39.845399 -1.736391
H -1.240364 -41.283656 -1.121934
H -1.044325 -39.997531 0.834407
H -2.771706 -39.696215 0.277738
H -1.561210 -38.530815 -0.026234
C 2.101259 -32.799785 7.585828
N 0.632610 -32.872394 7.211554
C 0.041919 -31.447294 7.114564
C 0.488429 -33.529423 5.822186
C -0.130425 -33.665127 8.298115
C -1.607846 -33.609038 8.254660
O -2.276243 -33.599759 7.001861
H 2.439086 -33.817048 7.783698
H 2.267221 -32.288721 8.534179
H 2.728991 -32.251351 6.883498
H -1.004073 -31.569693 6.833433
H 0.613935 -30.842653 6.410784
H 0.118436 -31.017567 8.113343
H 0.633587 -34.596449 5.990898
H 1.303006 -33.195138 5.179663
H -0.437170 -33.279384 5.303693
H 0.263613 -33.314897 9.252138
H 0.237262 -34.671675 8.098681
H -2.118041 -32.893623 8.899634
H -1.996286 -34.504376 8.740033
H -3.220545 -33.510161 7.149692
C 1.825172 -36.313737 12.537924
N 3.068763 -37.181334 12.722307
C 4.325522 -36.289107 12.824457
C 3.039679 -37.934911 14.096731
C 3.248974 -38.127812 11.520088
C 2.517656 -39.513892 11.555541
O 3.243971 -40.316979 12.437618
H 0.928434 -36.894510 12.321911
H 2.086156 -35.713907 11.666045
H 1.636820 -35.740648 13.445770
H 5.124281 -36.986147 13.077857
H 4.181078 -35.527978 13.591223
H 4.636035 -35.792632 11.905112
H 3.098654 -37.203519 14.902767
H 3.901721 -38.590045 14.222334
H 2.124345 -38.523478 14.034640
H 4.316585 -38.346215 11.495532
H 2.883674 -37.577783 10.652836
H 2.618889 -39.955559 10.564192
H 1.453604 -39.459083 11.785572
H 4.173938 -40.087845 12.502762
C 0.775201 -39.967035 7.923035
N 0.090619 -39.165204 6.905373
C -0.219266 -39.683207 5.698084
C -0.874688 -38.869749 4.756600
C -1.182016 -37.493954 5.015941
C -1.016489 -37.109292 6.320521
C -0.380891 -37.957819 7.219119
C -1.727019 -36.558160 3.976156
C -2.612983 -35.522511 4.249037
C -2.906047 -34.595454 3.250444
N -2.515917 -34.746126 1.964626
C -1.678685 -35.756153 1.654124
C -1.217735 -36.649288 2.704683
C -2.994946 -33.766044 0.924174
H 1.416396 -40.721173 7.466691
H 0.101099 -40.549956 8.550637
H 1.443485 -39.386343 8.558872
H 0.058758 -40.719328 5.573324
H -1.029325 -39.221124 3.747134
H -1.489857 -36.158109 6.514346
H -0.333128 -37.772414 8.282015
H -2.963823 -35.361278 5.257658
H -3.542636 -33.744334 3.442106
H -1.403970 -35.820190 0.611615
H -0.478282 -37.374018 2.397481
H -2.678093 -32.900462 1.505963
H -4.070749 -33.907917 0.821196
H -2.400900 -33.959105 0.030896
C -3.493416 -39.614679 7.890679
N -4.442055 -40.460253 8.660436
C -4.928215 -40.064323 9.892970
C -5.720116 -40.965493 10.666802
C -5.975766 -42.318279 10.237616
C -5.455933 -42.631865 8.964963
C -4.661154 -41.747216 8.235920
C -6.756245 -43.199747 11.062299
C -7.961632 -42.759509 11.692673
C -8.578748 -43.564141 12.662315
N -7.934773 -44.704587 13.064197
C -6.828671 -45.153639 12.335548
C -6.266067 -44.405835 11.361729
C -8.563446 -45.494922 14.083920
H -2.520912 -39.998963 8.198335
H -3.637763 -38.550266 8.075862
H -3.746425 -39.721039 6.835805
H -4.535029 -39.095016 10.161753
H -6.027572 -40.781054 11.685549
H -5.698604 -43.621533 8.607126
H -4.259449 -41.942086 7.252518
H -8.376653 -41.819563 11.360017
H -9.474598 -43.360581 13.230123
H -6.404322 -46.077763 12.699327
H -5.394565 -44.808050 10.866640
H -8.572883 -44.784586 14.910625
H -7.985823 -46.376704 14.361253
H -9.568220 -45.729052 13.732170
C 1.334470 -34.055843 2.149022
N 2.733999 -33.910086 2.644022
C 3.105622 -32.770861 3.251474
C 4.424310 -32.627941 3.733554
C 5.356143 -33.601304 3.526398
C 4.917651 -34.789044 2.880693
C 3.614632 -34.899767 2.492262
C 6.654887 -33.367094 4.064912
C 7.438808 -34.310825 4.838775
C 8.600084 -33.876532 5.471012
N 9.001005 -32.587777 5.300122
C 8.356325 -31.680613 4.575735
C 7.155459 -32.060289 3.964483
C 10.391750 -32.227595 5.708582
H 0.879303 -35.043617 2.221204
H 1.364913 -33.862779 1.076689
H 0.627349 -33.449453 2.715039
H 2.391705 -31.960851 3.276167
H 4.571755 -31.811574 4.425068
H 5.669009 -35.498115 2.565929
H 3.174011 -35.717207 1.940864
H 7.124626 -35.343567 4.872568
H 9.342675 -34.510931 5.931998
H 8.856911 -30.730131 4.464373
H 6.573405 -31.338819 3.410321
H 10.491580 -31.182828 6.002822
H 11.002830 -32.513177 4.852347
H 10.538453 -32.864478 6.580902
C 4.287926 -28.577651 -2.667321
N 3.756653 -29.922022 -2.831208
C 3.091143 -30.554560 -1.841201
C 2.385279 -31.761722 -2.047094
C 2.357874 -32.380218 -3.316321
C 2.997289 -31.653135 -4.338752
C 3.694272 -30.433497 -4.089409
C 1.823505 -33.780029 -3.448167
C 0.786267 -34.226631 -2.641004
C 0.299695 -35.505805 -2.779945
N 0.876711 -36.402414 -3.644655
C 1.873287 -35.930575 -4.435459
C 2.293863 -34.637871 -4.468267
C 0.444624 -37.820955 -3.612014
H 5.330933 -28.523049 -2.979187
H 4.313538 -28.294037 -1.615171
H 3.735796 -27.812600 -3.213165
H 3.076669 -30.143939 -0.842404
H 2.060462 -32.275689 -1.154495
H 2.967629 -32.028310 -5.351061
H 4.174453 -29.844154 -4.856557
H 0.320031 -33.506724 -1.984669
H -0.525885 -35.850122 -2.174754
H 2.235475 -36.677767 -5.126044
H 3.119983 -34.374059 -5.111955
H -0.504828 -37.918720 -3.085621
H 1.186050 -38.317682 -2.986190
H 0.465000 -38.284552 -4.598299
C -0.750311 -43.438470 6.892331
O 0.535342 -43.263743 7.537687
O -1.636315 -42.383938 7.165182
C -0.494732 -43.911017 5.378755
F -1.656967 -44.123641 4.771469
F 0.168753 -42.908838 4.737575
F 0.301797 -44.978552 5.346939
C 0.707843 -43.682018 8.916120
C 2.000529 -43.144559 9.484891
H 2.439538 -43.917224 10.116059
H 2.828681 -42.928442 8.809942
H 1.758847 -42.258700 10.072217
H 0.722445 -44.771373 8.950477
H -0.091279 -43.316929 9.561264
H -1.151862 -44.346149 7.342854
C -5.815390 -33.863687 6.132772
O -5.288761 -34.962494 5.427165
O -5.010894 -33.757551 7.299463
C -5.901892 -32.689745 5.053702
F -6.973328 -31.913450 5.412649
F -4.822463 -31.873512 5.196120
F -6.020057 -32.993825 3.760092
C -6.177487 -35.825241 4.627173
C -5.866097 -36.047574 3.174385
H -5.695386 -35.083307 2.695690
H -4.961609 -36.622278 2.975070
H -6.665918 -36.530931 2.613364
H -7.210083 -35.495935 4.511397
H -6.031215 -36.823168 5.040519
H -6.854346 -34.086217 6.375968
C -7.355998 -40.229568 5.210723
O -6.197718 -39.736714 4.525837
O -7.012670 -40.463126 6.568812
C -8.534562 -39.253946 4.742309
F -8.731062 -39.383928 3.424310
F -9.605541 -39.654427 5.511977
F -8.289622 -38.044098 5.051227
C -5.163874 -40.725535 4.241732
C -3.878840 -40.012533 3.810320
H -3.978143 -39.382946 2.926084
H -3.617288 -39.195148 4.482299
H -3.025285 -40.690010 3.834174
H -5.305505 -41.329728 3.345639
H -4.787939 -41.354352 5.048804
H -7.511611 -41.179906 4.700097
C 3.391272 -36.964472 7.276052
O 4.390119 -37.171237 8.239833
O 2.292731 -36.582997 8.051186
C 3.839240 -36.011541 6.110879
F 4.333252 -34.849352 6.403625
F 4.709034 -36.548024 5.181191
F 2.693923 -35.860350 5.425030
C 5.574394 -37.812757 7.763952
C 6.552767 -37.767001 8.900634
H 7.482354 -38.044536 8.403710
H 6.579762 -36.732781 9.243795
H 6.332008 -38.430029 9.737148
H 6.169544 -37.313104 6.999588
H 5.531745 -38.892379 7.620126
H 3.137977 -37.955198 6.898686
C -0.156630 -30.611344 1.130408
O -0.812983 -31.197493 2.278395
O 1.217104 -31.000674 1.253855
C -0.901142 -31.118556 -0.183266
F -2.201582 -30.762366 -0.234150
F -0.385668 -30.663375 -1.319887
F -0.779399 -32.443236 -0.306390
C -0.900682 -30.487283 3.494452
C -2.180584 -30.808863 4.080714
H -2.983272 -30.752639 3.345436
H -2.243971 -31.790653 4.549941
H -2.379584 -30.116459 4.898684
H -0.966815 -29.411033 3.334992
H -0.082582 -30.683188 4.187580
H -0.190293 -29.523083 1.181860
C 2.026713 -37.806565 0.061792
O 1.930730 -38.140912 1.509398
O 1.229382 -36.715515 -0.211622
C 3.525098 -37.560211 -0.476120
F 4.012798 -38.785729 -0.598642
F 3.712355 -37.000540 -1.660672
F 4.365442 -36.970555 0.449148
C 2.739972 -39.302608 1.909680
C 2.219897 -39.648833 3.292816
H 1.162935 -39.912575 3.255874
H 2.705757 -40.439677 3.864323
H 2.258026 -38.755964 3.916861
H 3.782271 -39.158507 2.194227
H 2.687503 -40.197629 1.289773
H 1.572877 -38.650905 -0.457065
C -4.316414 -35.637112 -2.117085
O -4.819845 -34.357588 -1.735510
O -2.954162 -35.499817 -2.475483
C -4.612577 -36.750929 -1.040506
F -5.612200 -36.474596 -0.220935
F -4.923520 -37.901140 -1.535238
F -3.610738 -37.014003 -0.181446
C -6.093344 -33.900364 -2.081838
C -6.444664 -32.618478 -1.345901
H -6.543166 -32.775948 -0.271847
H -5.745208 -31.834208 -1.635361
H -7.467566 -32.435475 -1.674981
H -6.805201 -34.685325 -1.826464
H -6.135520 -33.642450 -3.140037
H -4.938825 -35.927632 -2.963429
C -1.759614 -38.440900 11.144497
O -2.093041 -39.767942 10.980395
O -2.262284 -37.717268 10.006789
C -2.046746 -37.918806 12.574499
F -3.256124 -38.216688 13.067401
F -1.167875 -38.393301 13.461115
F -1.869946 -36.552349 12.790753
C -1.386114 -40.845972 11.625588
C -2.198782 -42.113989 11.228145
H -1.897949 -42.313413 10.199634
H -1.804478 -43.042146 11.641838
H -3.272463 -42.074466 11.411838
H -1.454374 -40.722759 12.706446
H -0.363576 -40.896362 11.251441
H -0.680929 -38.414606 10.990113

Forces on the atoms, in the same order (eV/Å):
C 1.8 0.3 0.3
C -2.1 0.1 -1.1
C 0.1 -1.3 1.8
C 0.0 0.1 -1.9
P 0.0 1.0 1.2
C -0.6 -1.1 0.8
C -0.3 -1.5 -1.4
C 0.2 0.9 0.5
C -0.2 -0.2 -0.3
C 1.4 0.4 -0.7
C 0.1 0.9 -0.2
C -1.2 -1.4 -0.4
C 0.1 1.2 1.2
C -2.4 -0.1 -0.1
C 1.1 -0.2 0.6
C -0.8 -0.6 0.2
C 0.2 0.9 -1.1
H -0.5 -0.3 -0.1
H 0.0 0.1 -0.3
H 0.7 -0.7 -0.1
H 0.4 0.7 0.3
H -0.4 0.4 0.0
H 0.0 0.1 0.1
H 0.5 0.1 0.2
H 0.0 0.3 0.1
H -0.2 -0.3 -0.1
H 0.4 0.3 0.7
H 0.4 0.3 -0.9
H 0.1 0.0 -0.1
H 0.0 0.0 0.1
H -0.5 0.2 0.2
H 0.2 -0.1 0.6
H 0.0 0.1 0.1
H 0.1 -0.1 0.0
H 0.0 0.0 0.0
H -0.3 0.1 0.4
H -0.5 -0.3 0.1
H 0.1 0.3 0.1
H -0.2 0.3 -0.3
H -0.2 0.0 0.0
H 0.3 0.1 0.0
H 0.3 -0.5 -0.1
H 0.4 0.0 0.1
H 0.0 0.3 -0.5
H 0.6 -0.1 0.2
H 0.9 0.3 0.5
H 0.0 -0.4 -0.1
H -0.1 0.2 -0.6
H 0.2 0.1 0.2
H 0.0 -0.3 -0.5
H -0.3 0.0 0.1
H 0.1 -0.5 0.3
H 0.2 0.2 0.3
C -0.3 -0.4 0.7
N -0.3 1.8 -1.0
C 0.3 -1.0 0.6
C 0.6 -0.1 0.7
C 1.4 -0.3 -1.2
C -3.4 -0.5 0.5
O 3.4 0.2 -0.9
H 0.1 -0.2 -0.5
H -0.7 0.2 0.1
H -0.5 -0.3 -0.5
H 0.1 0.1 -0.1
H -0.1 -0.2 -0.1
H -0.1 0.1 -0.1
H -0.3 0.0 -0.2
H 0.2 0.2 0.3
H -0.2 -0.1 0.7
H -0.1 0.0 0.0
H 0.0 -0.2 0.3
H 0.7 0.9 0.0
H 0.7 -0.6 0.4
H -2.7 -0.2 0.2
C 0.7 -0.4 -0.1
N 0.8 0.0 1.1
C -0.4 -0.7 -0.2
C -0.4 0.3 -1.4
C -1.3 -0.2 0.1
C 1.8 1.5 -0.1
O -0.7 -1.3 1.3
H 0.2 -0.3 0.0
H -0.4 0.3 0.2
H 0.3 0.1 -0.2
H 0.0 0.3 0.3
H -0.1 -0.3 0.1
H -0.7 -0.2 -0.3
H -0.5 0.1 -0.2
H -0.1 0.1 -0.5
H 0.1 0.1 0.6
H 0.0 0.2 -0.4
H 0.5 0.2 -0.2
H -0.2 0.3 -0.4
H 0.1 -0.1 0.4
H -0.1 0.0 -0.4
C 0.8 -0.9 0.4
N -0.7 0.1 -0.5
C -0.5 0.9 -0.7
C 0.9 0.7 0.0
C 0.0 -2.2 -0.2
C -0.2 0.1 -0.1
C -0.4 0.7 1.3
C 0.6 -0.5 0.2
C 0.5 0.9 -0.2
C -0.6 -0.5 0.4
N 0.5 -1.6 0.4
C 0.1 -0.8 2.0
C -0.6 1.3 -3.1
C 0.8 -0.8 1.8
H -0.3 0.0 -0.4
H -0.5 0.2 -0.3
H -0.4 0.7 -0.3
H -0.1 -0.1 -0.3
H -0.1 -0.4 0.1
H 0.4 0.2 1.2
H 0.0 0.6 0.1
H -0.5 0.2 -0.1
H -0.1 0.0 0.1
H 0.3 -0.3 0.0
H 0.1 -0.2 0.0
H -0.5 1.0 -1.1
H 0.2 0.2 -0.3
H -0.6 0.2 0.0
C -0.7 0.0 -0.2
N -1.1 -1.5 1.7
C -0.1 -1.8 -0.9
C 0.8 -0.8 -0.8
C 1.4 3.8 -2.3
C -0.1 -0.4 1.0
C -0.8 1.5 0.0
C -1.9 2.2 0.6
C 0.1 -0.9 0.2
C 2.0 0.0 -0.5
N 1.6 0.2 -3.5
C -2.0 -0.1 2.5
C 1.1 -2.4 0.0
C -0.2 0.3 0.9
H 0.1 0.3 -0.4
H 0.1 -0.3 0.8
H 0.2 -0.6 0.0
H -0.3 0.2 0.5
H 0.1 0.9 0.0
H 0.3 0.0 -0.6
H 0.1 -0.4 0.1
H -0.2 0.0 0.2
H -0.1 0.4 -0.3
H -0.1 -0.1 -0.1
H 0.1 0.1 0.0
H -0.5 -0.6 0.5
H -0.1 0.1 -0.2
H 0.1 -0.3 0.4
C -0.6 -0.3 -0.4
N -0.6 1.0 1.0
C 0.9 -0.2 -0.1
C -2.5 0.5 0.2
C -1.7 -2.0 -0.8
C 1.3 1.2 0.0
C -0.5 -0.7 -0.9
C 3.1 0.1 2.0
C -0.4 1.1 -0.7
C -0.7 0.4 -1.5
N 0.9 0.2 0.0
C -1.4 -1.0 -0.6
C 0.4 0.2 0.4
C -0.6 -1.0 0.5
H 1.1 -0.6 0.3
H -0.3 0.5 0.2
H 0.5 0.8 -0.4
H -0.4 0.1 -0.1
H 0.3 0.3 -0.3
H -0.3 -0.5 0.2
H 0.4 -0.6 0.1
H 0.0 -0.1 0.3
H -0.4 -0.2 0.3
H -0.3 0.1 0.0
H 0.2 0.1 -0.1
H -0.2 -0.1 -0.3
H 0.4 0.2 0.4
H 0.7 0.2 -0.1
C 1.1 0.9 0.7
N -1.5 -0.7 -0.7
C -0.8 -1.2 -0.1
C 1.4 0.4 -0.5
C 0.7 0.7 1.0
C 0.7 1.1 0.2
C -1.2 -1.8 0.3
C -0.2 0.5 -1.1
C 0.5 0.8 -0.5
C 0.2 -1.5 0.0
N -0.6 2.3 1.0
C -0.8 -1.7 -0.8
C 0.4 0.3 1.4
C 0.8 0.1 0.5
H -0.1 -0.3 -0.3
H -0.3 -0.2 0.0
H -0.3 -0.4 -0.1
H 0.1 0.3 0.1
H -0.5 0.3 0.1
H 0.1 0.1 -0.1
H 0.0 -0.2 -0.1
H -0.3 -0.4 0.3
H -0.3 -0.1 -0.1
H 0.3 0.1 -0.1
H -0.1 0.0 -0.1
H -0.1 0.3 -0.4
H 0.0 -0.2 0.0
H -0.2 0.4 0.0
C -2.3 1.0 1.8
O 0.9 0.3 0.0
O 2.1 -1.6 -1.5
C 0.4 2.4 2.9
F 0.3 -0.4 -0.4
F -0.1 -0.1 -0.8
F -0.4 -0.4 -0.5
C -0.3 -0.1 -1.7
C 0.4 -0.1 0.3
H -0.2 0.2 0.5
H -0.4 0.1 -0.6
H 0.4 0.1 0.1
H -0.2 -0.2 -0.1
H -0.4 -0.1 -0.2
H -0.3 -0.7 0.1
C 1.7 -0.8 2.1
O -0.2 -1.7 -2.4
O -1.3 1.3 -3.1
C 0.0 1.1 3.3
F 0.3 -0.3 -0.8
F 0.1 -0.1 -0.8
F 0.0 -0.1 0.0
C 0.5 -0.5 0.3
C 1.5 1.0 -1.2
H -0.1 0.2 -0.3
H 0.1 -0.3 0.2
H -0.2 -0.1 0.4
H -0.1 0.2 1.4
H -0.9 0.1 0.7
H -0.4 0.1 0.2
C 1.9 -1.5 2.6
O 2.1 -0.4 -1.2
O -1.5 1.0 -2.7
C 1.8 -4.2 2.7
F -0.8 0.2 0.1
F -0.3 0.4 -1.5
F 0.1 3.1 0.0
C 0.7 1.8 -0.5
C -0.1 1.6 0.7
H -0.1 -0.7 -0.8
H -0.1 -0.1 0.9
H -0.1 -0.1 -0.5
H -1.2 -0.5 0.2
H -1.1 -0.1 0.5
H -0.9 -0.5 -0.1
C -2.7 -0.3 3.5
O 2.3 -0.3 -0.9
O 1.4 0.8 -2.3
C -1.6 -2.8 -0.2
F 0.6 1.8 0.7
F 0.1 -0.1 0.5
F -0.3 0.9 -0.8
C 0.5 -0.2 1.9
C 0.5 0.5 0.1
H 0.5 -0.1 0.7
H 0.4 0.0 0.3
H 0.0 0.0 -0.1
H -0.9 0.1 -0.8
H -1.0 0.0 -1.0
H 0.4 -0.2 -1.3
C 3.7 -1.3 1.6
O -0.6 -0.3 -1.3
O -2.1 0.5 -1.6
C 0.1 0.5 1.4
F 0.3 -0.5 0.5
F 0.9 1.0 -0.6
F -0.2 -0.9 0.3
C 0.5 1.0 -1.3
C -1.9 -0.8 1.6
H 0.0 0.2 0.1
H 0.1 -0.3 -0.1
H -0.3 0.1 0.0
H 0.7 0.3 -0.4
H 0.5 -0.2 -0.1
H -0.7 0.3 -0.2
C -2.5 3.5 -0.5
O 2.4 -0.8 -1.3
O 1.5 -1.0 0.6
C -0.8 -1.8 2.2
F 1.0 -1.5 -0.4
F -0.5 1.0 -0.1
F -0.6 0.6 -0.6
C -0.7 -0.1 2.0
C -1.4 0.1 0.5
H 0.0 -0.1 -0.1
H 0.4 -0.1 -0.5
H 0.1 0.2 0.1
H 0.5 1.0 -1.2
H -0.3 0.4 -0.6
H 0.8 -0.9 -0.2
C 2.6 1.0 -1.5
O 1.4 0.2 1.4
O -2.4 -1.2 1.2
C 0.8 2.2 1.3
F -1.6 1.2 0.6
F -0.4 -2.6 -2.3
F 1.5 0.3 0.2
C -0.2 -0.4 0.2
C -0.4 -1.0 -0.2
H 0.5 0.1 0.1
H -0.2 0.1 0.3
H 0.0 0.7 -0.1
H -0.4 0.0 -0.3
H 0.0 -0.4 -0.4
H -0.3 -0.5 -0.5
C 0.1 2.7 -4.3
O -1.1 -2.0 0.4
O 0.6 -1.4 3.4
C -0.6 1.9 0.5
F -0.1 -0.1 -0.5
F 1.1 -1.3 0.6
F -0.4 -0.9 -1.2
C -2.2 -0.1 0.1
C 1.8 -0.1 -0.5
H -1.0 0.3 -0.6
H 0.1 0.1 0.9
H 0.2 0.4 -0.2
H 0.5 0.1 0.1
H 0.2 -0.1 0.1
H 1.1 0.3 0.9

Output
max |F|	5.34	eV/Å
orbital gap	1.296	eV
charge	+3
E_HOMO	-8.8504	eV
molecular weight	2357.49	u